1.
This record from OMol25 describes an isolated molecule of C8H20N3O3P in a non-equilibrium geometry. The level of theory is the ωB97M-V functional and the def2-TZVPD basis.

Calculated values
* SMILES: N[C@@H](CNCC1CCNCC1)P(=O)(O)O
* F_max: 4.875 eV/A
* relative energy (zero: lowest compared OMol25 entry of this formula, charge and spin): 1.5691 eV
* calculated total energy: -1048.17117 a.u.
* frontier orbital gap: 9.537 eV

Bonds (Å) are listed after each position.
Element x y z (Å)
1 N -1.78865 3.89366 0.98953  C2 1.451, H16 0.962, H17 1.035
2 C -0.92998 2.72442 1.03678  N1 1.451, C3 1.569, P12 1.936, H18 1.085
3 C -0.29738 2.52492 -0.38481  C2 1.569, N4 1.513, H19 1.111, H20 1.127
4 N 0.25329 1.11721 -0.45287  C3 1.513, C5 1.458, H21 1.021
5 C -0.62970 -0.03600 -0.32268  N4 1.458, C6 1.473, H22 1.083, H23 1.043
6 C 0.15166 -1.24973 -0.61452  C5 1.473, C7 1.559, C11 1.493, H24 1.170
7 C 0.01330 -1.57823 -2.13226  C6 1.559, C8 1.619, H25 1.111, H26 1.117
8 C 0.84144 -2.94712 -2.37776  C7 1.619, N9 1.470, H27 1.103, H28 1.140
9 N 0.25272 -4.01493 -1.55667  C8 1.470, C10 1.488, H29 0.975
10 C 0.18507 -3.70935 -0.10199  N9 1.488, C11 1.476, H30 1.128, H31 1.140
11 C -0.33298 -2.37099 0.24374  C6 1.493, C10 1.476, H32 1.031, H33 1.144
12 P 0.39504 2.81719 2.44529  C2 1.936, O13 1.430, O14 1.601, O15 1.511
13 O 0.18881 3.83882 3.42423  P12 1.430
14 O 1.87728 2.97951 1.86214  P12 1.601, H34 0.956
15 O 0.46176 1.56767 3.29216  P12 1.511, H35 0.979
16 H -1.44150 4.60467 0.44199  N1 0.962
17 H -1.90603 4.22167 1.96383  N1 1.035
18 H -1.66585 1.93244 1.12806  C2 1.085
19 H -1.11474 2.66060 -1.12487  C3 1.111
20 H 0.42714 3.36302 -0.59098  C3 1.127
21 H 0.98022 1.01240 -1.16148  N4 1.021
22 H -1.53187 0.08865 -0.90839  C5 1.083
23 H -0.99523 -0.22310 0.63583  C5 1.043
24 H 1.26593 -1.02089 -0.34172  C6 1.170
25 H 0.41460 -0.70921 -2.69685  C7 1.111
26 H -1.03476 -1.67040 -2.50833  C7 1.117
27 H 1.91762 -2.81192 -2.17499  C8 1.103
28 H 0.80776 -3.20235 -3.48813  C8 1.140
29 H 0.87447 -4.75436 -1.68472  N9 0.975
30 H -0.23179 -4.60770 0.43701  C10 1.128
31 H 1.28473 -3.75722 0.19421  C10 1.140
32 H -0.13244 -2.21853 1.24340  C11 1.031
33 H -1.42994 -2.50217 -0.05418  C11 1.144
34 H 1.83675 2.21079 1.29602  O14 0.956
35 H 1.03325 1.82654 4.04401  O15 0.979

In the Löwdin picture, each atom carries the following charge in e:
1 N 0.016
2 C -0.375
3 C -0.189
4 N -0.064
5 C -0.244
6 C -0.362
7 C -0.119
8 C -0.210
9 N -0.081
10 C -0.235
11 C -0.191
12 P 0.365
13 O -0.264
14 O -0.105
15 O -0.104
16 H 0.035
17 H 0.087
18 H 0.107
19 H 0.115
20 H 0.128
21 H 0.109
22 H 0.129
23 H 0.089
24 H 0.180
25 H 0.106
26 H 0.122
27 H 0.102
28 H 0.119
29 H 0.069
30 H 0.130
31 H 0.124
32 H 0.100
33 H 0.161
34 H 0.035
35 H 0.115

***

2.
This record from OMol25 describes an isolated molecule of C8H20N4O2 in a non-equilibrium geometry. The level of theory is the ωB97M-V functional and the def2-TZVPD basis.

Calculated values
* SMILES: CNCCCCCCN(C)N(O)N=O
* F_max: 6.028 eV/A
* relative energy (zero: lowest compared OMol25 entry of this formula, charge and spin): 2.9183 eV
* calculated total energy: -686.02230 a.u.
* frontier orbital gap: 8.078 eV

Bonds (Å) are listed after each position.
Element x y z (Å)
1 C 4.92299 1.32110 0.50276  N2 1.468, H15 1.094, H16 1.171, H17 1.045
2 N 4.08858 0.66004 -0.50854  C1 1.468, C3 1.490, H18 1.044
3 C 3.92778 -0.81067 -0.32883  N2 1.490, C4 1.498, H19 1.133, H20 1.062
4 C 2.57160 -0.97984 0.28337  C3 1.498, C5 1.434, H21 1.116, H22 1.118
5 C 1.53021 -0.20770 -0.32894  C4 1.434, C6 1.567, H23 1.135, H24 1.193
6 C 0.16882 -0.74885 0.22718  C5 1.567, C7 1.608, H25 1.153, H26 1.088
7 C -1.12024 -0.59330 -0.72056  C6 1.608, C8 1.549, H27 1.041, H28 1.061
8 C -2.49650 -0.87387 -0.06676  C7 1.549, N9 1.476, H29 1.118, H30 1.214
9 N -3.39087 0.26570 -0.34751  C8 1.476, C10 1.465, N11 1.366
10 C -3.05982 1.51844 0.33582  N9 1.465, H31 1.070, H32 1.054, H33 1.101
11 N -4.67701 -0.19214 -0.37768  N9 1.366, O12 1.494, N13 1.441
12 O -5.09237 -0.85310 0.89643  N11 1.494, H34 0.982
13 N -5.70210 0.79113 -0.62091  N11 1.441, O14 1.217
14 O -6.70806 0.26981 -0.17628  N13 1.217
15 H 4.70457 2.39219 0.53901  C1 1.094
16 H 6.05323 1.43455 0.22033  C1 1.171
17 H 5.07507 0.73407 1.35340  C1 1.045
18 H 4.31668 0.85471 -1.50896  N2 1.044
19 H 4.70725 -1.20738 0.39144  C3 1.133
20 H 4.02998 -1.29378 -1.26941  C3 1.062
21 H 2.46890 -0.66287 1.34877  C4 1.116
22 H 2.35459 -2.06511 0.12749  C4 1.118
23 H 1.33851 -0.47918 -1.41390  C5 1.135
24 H 1.57773 0.98451 -0.32099  C5 1.193
25 H 0.41643 -1.83656 0.51935  C6 1.153
26 H -0.07713 -0.18802 1.12684  C6 1.088
27 H -0.92104 -1.17358 -1.56185  C7 1.041
28 H -1.04352 0.37732 -1.14310  C7 1.061
29 H -2.82094 -1.80798 -0.58817  C8 1.118
30 H -2.28405 -0.92925 1.12728  C8 1.214
31 H -2.45799 1.39565 1.21172  C10 1.070
32 H -2.51298 2.11908 -0.33556  C10 1.054
33 H -3.97517 2.12979 0.33084  C10 1.101
34 H -5.91313 -0.34490 1.07591  O12 0.982

In the Löwdin picture, each atom carries the following charge in e:
1 C -0.138
2 N -0.146
3 C -0.231
4 C -0.287
5 C -0.279
6 C -0.199
7 C -0.180
8 C -0.164
9 N -0.204
10 C -0.041
11 N -0.127
12 O -0.037
13 N 0.047
14 O -0.043
15 H 0.068
16 H 0.090
17 H 0.044
18 H 0.123
19 H 0.124
20 H 0.100
21 H 0.140
22 H 0.125
23 H 0.123
24 H 0.157
25 H 0.123
26 H 0.087
27 H 0.075
28 H 0.086
29 H 0.132
30 H 0.159
31 H 0.080
32 H 0.061
33 H 0.088
34 H 0.043